# 1
The following is a DFT calculation (ωB97M-V with the def2-TZVPD basis set) of C33H40N2O5PRbS5 as an isolated structure.

XYZ file:
```
87
Properties=species:S:1:pos:R:3:forces:R:3:mulliken_charge:R:1
Rb 0.74999 0.39101 0.32260 0.68 -0.27 0.40 0.75
C -0.96545 3.11254 -1.73065 -0.05 -0.01 -0.05 -1.17
C -1.21882 2.61552 -0.33747 -0.04 0.00 -0.09 0.17
N -0.42909 3.03345 0.58340 -0.23 0.13 0.06 -0.97
N -0.72014 2.49745 1.84003 -0.09 0.27 0.06 0.42
C 0.19879 2.62982 2.74007 0.25 -0.04 -0.20 0.07
S 1.81496 3.20024 2.68643 -0.13 -0.04 -0.04 -0.45
S -0.28032 2.00882 4.34670 0.03 -0.05 0.10 -0.27
C -1.97743 1.46262 4.07038 -0.22 -0.01 0.00 -0.56
C -3.06429 2.50929 4.16601 0.04 0.00 -0.01 0.77
C -2.81948 3.86118 3.94783 -0.01 -0.07 0.01 -0.27
C -3.85810 4.78108 3.98689 0.04 0.01 -0.01 -0.72
C -5.15729 4.36854 4.24713 -0.03 0.01 0.01 -0.39
C -5.41178 3.02203 4.46781 -0.01 -0.02 0.00 -0.51
C -4.37205 2.10525 4.42535 0.05 -0.01 0.00 -0.46
C -2.33369 1.63762 -0.15407 -0.08 0.04 0.01 0.91
C -3.45809 1.99512 0.58101 0.06 -0.01 0.00 -0.37
C -4.52488 1.12462 0.75662 0.01 0.04 0.02 -0.54
C -4.44180 -0.14607 0.18588 -0.04 -0.01 0.02 -0.69
C -3.33466 -0.52992 -0.54120 0.01 0.02 -0.03 -0.58
C -2.22760 0.34146 -0.74944 0.01 0.01 -0.03 -0.07
O -1.17149 -0.03619 -1.38552 -0.36 0.01 -0.30 -0.63
H -1.88731 3.51024 -2.16452 0.01 0.04 0.03 0.32
H -0.65851 2.27481 -2.36128 0.01 0.00 0.01 -0.01
H -0.19179 3.87942 -1.72382 0.02 -0.01 0.00 0.40
H -2.16788 0.67554 4.80395 0.03 0.01 0.02 0.55
H -2.03242 1.01358 3.07512 0.07 0.02 -0.01 -0.17
H -1.80748 4.17813 3.73515 0.00 0.04 -0.01 0.39
H -3.64853 5.82834 3.80322 0.00 0.00 0.00 0.37
H -5.96556 5.09004 4.27270 0.00 0.00 0.00 0.36
H -6.42169 2.68111 4.66498 0.00 0.01 0.00 0.36
H -4.57316 1.04985 4.57624 -0.02 0.01 0.00 0.36
H -3.47765 2.97572 1.04614 -0.02 -0.01 0.01 0.40
H -5.38350 1.42400 1.34544 0.00 -0.02 -0.01 0.42
H -5.25594 -0.85179 0.32746 0.01 -0.01 -0.01 0.37
H -3.25475 -1.52865 -0.95659 -0.02 0.00 0.00 0.48
C 3.26188 -0.53014 -5.33541 0.01 0.18 0.03 0.02
C 1.87148 0.02497 -5.68255 0.06 -0.05 -0.15 -0.95
S 0.78935 0.39205 -4.27763 -0.01 0.00 0.08 -0.08
C -0.43866 -0.94428 -4.28868 -0.04 -0.11 0.05 0.27
C 0.06424 -2.37340 -4.45846 -0.08 0.06 -0.14 -0.74
S 0.79477 -3.20029 -3.02728 -0.02 -0.06 0.05 -0.10
C 2.30790 -2.28665 -2.68476 0.11 0.16 0.04 1.19
C 3.52378 -2.66961 -3.50668 -0.04 -0.08 0.13 -0.66
S 3.44288 -2.33253 -5.28543 0.03 -0.04 -0.06 -0.24
H 3.59745 -0.12467 -4.37899 -0.01 -0.03 0.01 -0.34
H 3.97005 -0.17495 -6.08822 0.00 -0.06 -0.02 0.50
H 1.35986 -0.63840 -6.38251 -0.02 -0.01 0.02 0.35
H 2.01500 0.97150 -6.21025 -0.02 0.03 0.06 0.45
H -1.16021 -0.73886 -5.08479 0.03 0.04 -0.02 0.60
H -0.94025 -0.81467 -3.32193 0.01 0.02 0.00 -0.63
H 0.72256 -2.46553 -5.32238 0.02 0.00 0.05 0.32
H -0.80881 -2.99721 -4.67485 -0.01 0.00 0.04 0.41
H 2.52552 -2.46544 -1.63025 0.01 -0.06 0.02 -0.72
H 2.10657 -1.21864 -2.75334 -0.01 -0.01 -0.02 -0.38
H 3.69432 -3.74542 -3.43724 0.00 0.00 -0.04 0.40
H 4.40797 -2.17824 -3.09363 0.01 0.03 -0.05 0.26
C 4.32816 3.19890 -0.45898 0.06 0.05 -0.04 -1.16
P 3.85931 1.44069 -0.69805 -0.10 0.02 -0.02 0.62
C 5.13529 0.94414 -1.92691 0.12 -0.04 -0.05 -1.27
C 4.56737 0.70823 0.82080 0.02 0.05 0.04 -0.94
H 5.38195 3.30487 -0.18139 -0.01 0.00 0.01 0.35
H 3.69685 3.62377 0.32376 -0.01 -0.03 0.01 0.23
H 4.14761 3.75569 -1.38114 -0.01 0.00 0.00 0.34
H 6.14542 1.23268 -1.61808 -0.02 0.02 0.02 0.41
H 4.92011 1.40449 -2.89366 -0.01 0.01 0.00 0.31
H 5.11354 -0.13955 -2.05656 -0.03 0.00 0.02 0.19
H 5.63279 0.94097 0.91711 0.00 -0.03 0.01 0.38
H 4.40131 -0.37035 0.81388 0.00 -0.01 -0.02 0.18
H 4.03371 1.12803 1.67741 -0.01 -0.01 0.00 0.24
O 3.51459 -3.73363 0.74186 0.00 0.00 0.02 -0.80
C 2.50267 -3.02042 0.84728 0.02 0.01 -0.02 -0.06
O 2.36377 -1.82122 0.48358 -0.01 -0.12 0.00 -0.16
C 1.26272 -3.66301 1.48077 -0.01 0.00 0.01 -0.11
C 1.41445 -4.73502 2.35078 0.05 0.03 -0.04 -0.57
C 0.32459 -5.33375 2.98923 -0.03 0.00 0.02 -1.08
C -0.91450 -4.81837 2.69986 0.00 0.01 0.01 0.98
O -2.15399 -5.24096 3.14709 0.00 -0.02 -0.03 -0.53
C -3.04646 -4.21497 2.71319 0.06 -0.02 -0.03 -0.19
O -2.42456 -3.51279 1.65689 -0.01 -0.04 -0.04 -0.43
C -1.07624 -3.77172 1.81254 0.00 0.03 0.02 0.58
C -0.01541 -3.16525 1.19109 0.02 -0.02 -0.02 -0.60
H 2.42205 -5.09323 2.51618 -0.01 -0.02 0.02 0.46
H 0.44336 -6.16121 3.67676 0.01 0.00 0.00 0.38
H -3.23672 -3.52789 3.54863 -0.02 0.00 0.01 0.24
H -3.96584 -4.67297 2.35032 -0.02 0.04 0.04 0.21
H -0.15667 -2.36159 0.48098 -0.02 -0.02 -0.02 0.85
```
Forces are in eV/Å.

The total energy comes out at -112211.312 eV. Its spin multiplicity is 1. The HOMO energy is -2.08 eV. For the LUMO energy, the calculation gives 0.135 Ha. The charge is -2.

# 2
The following is a DFT calculation (ωB97M-V with the def2-TZVPD basis set) of C33H40N4P2Sc as an isolated structure.

XYZ file:
```
80
Properties=species:S:1:pos:R:3:forces:R:3:mulliken_charge:R:1
Sc 0.35861 0.29286 -0.43988 -0.22 -0.38 -0.26 -0.91
C -0.73766 -3.62662 -0.32898 -0.02 0.07 0.07 -1.20
C 0.20492 -2.59329 -0.86518 -0.07 0.09 -0.08 0.70
C -0.11812 -1.85287 -2.01861 0.10 0.04 0.03 -0.72
C 0.80310 -0.98383 -2.61638 0.04 0.00 -0.21 0.72
C 0.54495 -0.36631 -3.96200 -0.01 0.02 0.06 -1.60
C 2.03181 -0.77107 -1.96839 0.20 -0.12 -0.24 -1.55
C 2.42036 -1.55057 -0.86196 0.11 0.16 -0.05 0.97
C 3.84113 -1.54188 -0.38907 0.00 -0.13 0.04 -1.63
C 1.47988 -2.42623 -0.30755 -0.08 0.12 0.06 -0.31
H -1.77203 -3.41821 -0.60083 0.03 0.00 -0.01 0.41
H -0.65867 -3.72122 0.75545 -0.01 0.01 -0.08 0.12
H -0.47269 -4.59531 -0.76478 -0.01 0.03 0.01 0.37
H -1.04506 -2.06677 -2.53539 -0.08 0.07 0.08 0.83
H 1.26574 -0.77255 -4.67424 0.00 0.01 -0.01 0.48
H 0.67938 0.71717 -3.96453 0.01 0.01 0.02 0.35
H -0.44940 -0.60572 -4.32746 -0.02 0.00 -0.01 0.36
H 2.77556 -0.15256 -2.46134 0.01 0.10 0.06 0.72
H 4.35754 -2.36715 -0.89043 -0.01 0.02 -0.01 0.44
H 3.92058 -1.70657 0.68535 -0.01 -0.02 -0.08 0.33
H 4.35980 -0.62246 -0.65344 -0.01 -0.03 -0.01 0.46
H 1.78186 -3.07784 0.50568 -0.06 0.15 0.06 0.75
N 0.15864 2.42253 0.62500 0.22 -0.50 -0.13 -0.14
C -0.24733 2.43335 2.05008 -0.06 0.14 -0.17 0.38
C -0.66965 3.63122 2.60107 -0.04 0.07 -0.01 -0.59
C -1.01821 3.68125 3.94235 -0.01 -0.01 0.03 -0.76
C -0.93531 2.53764 4.72914 -0.01 -0.01 0.00 -0.85
C -0.51273 1.34283 4.17018 -0.05 0.05 0.06 -0.46
C -0.17357 1.28019 2.81808 -0.02 -0.24 0.01 0.18
P 0.52785 -0.21962 2.08521 0.08 0.23 0.46 1.86
C 2.28547 -0.10410 2.48921 -0.03 -0.02 -0.09 0.95
C 2.84038 -0.59193 3.66972 0.08 0.04 0.03 -0.45
C 4.17318 -0.32442 3.96089 -0.05 -0.04 0.01 -0.87
C 4.94805 0.43202 3.09065 0.02 0.01 0.00 -0.70
C 4.39964 0.93121 1.91467 0.00 0.03 0.06 -0.88
C 3.07493 0.65722 1.62354 0.00 -0.02 0.26 -0.27
C -0.24791 -1.65500 2.83440 0.00 -0.08 -0.10 1.28
C -1.61208 -1.61061 3.13640 0.01 -0.03 -0.01 -1.12
C -2.24265 -2.73968 3.63952 0.00 0.02 -0.02 -0.80
C -1.52318 -3.91324 3.82891 -0.05 -0.02 0.02 -0.69
C -0.17126 -3.96621 3.51271 0.06 0.02 -0.01 -0.81
C 0.46855 -2.84260 3.00897 -0.03 0.03 0.09 -0.79
H 1.05782 2.90446 0.56446 0.05 0.04 0.05 0.40
H -0.48234 3.04569 0.13766 -0.01 -0.04 -0.14 0.15
H -0.71875 4.53050 1.99462 0.01 -0.04 0.03 0.52
H -1.34599 4.61782 4.37410 0.00 -0.02 0.00 0.47
H -1.19761 2.57967 5.77837 0.01 0.00 -0.03 0.51
H -0.44713 0.45362 4.78606 0.00 0.02 -0.01 0.50
H 2.24240 -1.15817 4.37221 -0.01 -0.02 -0.01 0.49
H 4.60417 -0.70004 4.88008 -0.01 0.01 -0.03 0.51
H 5.98314 0.63995 3.33066 -0.03 -0.01 0.00 0.47
H 5.00455 1.52597 1.24195 -0.02 -0.01 0.01 0.53
H 2.65949 1.05866 0.70120 -0.06 0.10 -0.21 0.16
H -2.17699 -0.69420 3.00440 0.00 -0.02 0.03 0.49
H -3.29334 -2.70024 3.89632 0.02 0.00 -0.01 0.50
H -2.01674 -4.78858 4.23208 0.02 0.03 -0.01 0.46
H 0.38765 -4.88077 3.66927 -0.02 0.04 0.00 0.49
H 1.52572 -2.88974 2.77901 0.02 0.02 0.04 0.46
C -4.35508 2.08396 -3.29079 0.07 -0.06 0.05 -0.98
N -4.26387 0.63105 -3.11033 -0.09 0.08 0.07 0.16
C -5.06185 0.23551 -1.94554 0.13 0.03 0.00 -0.99
N -4.65053 0.93522 -0.72260 -0.01 0.05 -0.12 0.19
C -4.73092 2.38300 -0.94963 0.09 -0.06 -0.02 -0.98
N -3.92752 2.82019 -2.09595 -0.10 -0.10 0.00 0.15
C -2.51029 2.72333 -1.86524 0.03 -0.30 0.02 -1.10
P -2.02510 0.91450 -1.57137 -0.18 0.04 0.38 1.99
C -2.90798 0.15403 -3.06454 0.08 0.18 0.26 -0.89
C -3.34822 0.51665 -0.26755 0.12 0.07 -0.17 -1.08
H -5.39281 2.33773 -3.49470 -0.04 0.01 -0.01 0.33
H -3.75209 2.38704 -4.14618 0.02 0.01 -0.02 0.40
H -4.98285 -0.84192 -1.79584 0.00 -0.01 0.00 0.39
H -6.10349 0.47894 -2.14466 -0.02 0.01 -0.01 0.31
H -4.41251 2.91444 -0.05145 0.01 0.00 0.00 0.39
H -5.77071 2.63695 -1.14702 -0.02 0.01 -0.01 0.30
H -2.23624 3.31807 -0.99180 -0.04 0.06 0.05 0.47
H -1.95418 3.09896 -2.72390 0.00 0.03 -0.06 0.43
H -2.88826 -0.93142 -2.97008 -0.04 -0.05 -0.02 0.36
H -2.37331 0.44028 -3.96812 0.00 0.03 -0.07 0.45
H -3.09177 1.02514 0.66477 0.00 0.04 0.03 0.49
H -3.34225 -0.55890 -0.08037 -0.02 -0.04 0.00 0.52
```
Forces are in eV/Å.

The total energy comes out at -80085.348 eV. Its spin multiplicity is 1. The HOMO energy is -16.19 eV. For the LUMO energy, the calculation gives -0.376 Ha. The charge is +3.

# 3
The following is a DFT calculation (ωB97M-V with the def2-TZVPD basis set) of C33H41BeN6O11S2 as an isolated structure in a non-equilibrium geometry.

XYZ file:
```
94
Properties=species:S:1:pos:R:3:forces:R:3:mulliken_charge:R:1
Be -5.87913 22.02805 -24.63198 4.00 -3.43 -1.18 0.98
C -4.80968 19.75694 -28.31829 -0.24 -0.28 0.47 0.06
C -4.81437 20.45404 -26.93520 0.93 2.22 -0.31 1.15
O -5.50949 20.01698 -25.98840 -1.93 0.19 1.33 -0.84
O -4.18148 21.54754 -26.79277 -0.86 -0.07 -0.16 -0.62
H -5.81691 19.40040 -28.53369 -0.02 -0.11 0.26 0.51
H -4.15302 18.88739 -28.33235 0.12 0.02 0.14 -0.11
H -4.55530 20.42575 -29.13720 0.29 0.26 0.38 -0.37
O -5.09248 22.74133 -33.15139 -0.16 0.16 -0.09 -0.54
C -4.04840 23.21522 -32.75280 0.02 -0.17 0.71 0.28
N -3.24502 23.97120 -33.55552 -1.34 -0.69 0.45 -0.40
C -3.52857 22.95774 -31.35134 1.69 0.06 -0.63 -0.19
H -3.78441 24.20424 -34.37610 0.96 0.51 -0.44 0.30
H -2.36689 24.33203 -33.23335 -0.12 0.33 -0.43 0.20
H -3.58730 21.89057 -31.14483 -0.49 0.13 0.32 -0.12
H -3.86331 23.62027 -30.55778 -0.62 -0.26 -0.17 -0.08
H -2.45798 23.17978 -31.41006 0.18 -0.15 0.22 0.53
N -1.23085 15.70102 -23.30365 -1.31 0.51 -0.27 -0.62
C -1.47681 15.97462 -24.61992 0.93 -0.46 1.14 -0.61
C -2.43888 16.85729 -25.07050 -0.43 -0.18 0.38 0.06
C -3.33847 17.33940 -24.12757 -0.25 0.53 -0.96 0.02
C -3.16487 17.04604 -22.81766 0.88 -1.04 2.29 -0.71
C -2.08285 16.23802 -22.40853 0.56 0.52 -1.75 -0.43
H -0.78907 15.43964 -25.26081 -0.05 0.30 -0.40 0.48
H -2.53084 17.21183 -26.08581 0.11 -0.52 -0.19 0.51
H -4.14550 17.98944 -24.44437 -0.04 0.10 -0.01 0.31
H -3.74933 17.42201 -21.98771 -0.49 0.20 -0.34 0.51
H -1.82021 16.12725 -21.36524 -0.19 -0.26 0.09 0.42
N -8.49450 21.72442 -30.98374 -0.29 -1.57 -0.32 -0.54
C -8.29302 22.85124 -31.62166 0.71 0.21 0.87 -0.21
C -7.42070 23.81370 -31.10963 -0.01 -0.60 -1.36 -0.70
C -6.62104 23.48037 -30.03293 -0.47 -0.04 0.18 -0.03
C -6.85267 22.27534 -29.34231 -0.51 0.23 -0.80 -0.08
C -7.80145 21.39674 -29.89405 -0.06 1.44 0.29 -0.55
H -8.73589 22.94978 -32.60431 -0.38 0.25 0.14 0.38
H -7.33136 24.66172 -31.77552 0.55 0.42 0.54 0.36
H -5.80330 24.14012 -29.77885 -0.16 0.11 0.44 0.58
H -6.34309 22.08823 -28.40799 0.24 -0.27 -0.15 0.34
H -8.07720 20.44128 -29.46713 0.21 -0.05 0.24 0.44
N -4.02673 21.26628 -23.23933 -0.56 0.63 0.54 -0.10
C -4.17076 21.24371 -21.87741 -0.33 -1.29 -1.30 -0.35
C -3.29927 20.51087 -21.09005 -0.70 1.52 0.76 -0.34
C -2.10282 20.05131 -21.58926 -1.15 -1.32 -0.29 -0.64
C -1.95577 20.02270 -22.96718 0.21 1.12 1.20 -0.10
C -2.92181 20.68005 -23.74728 0.66 0.37 -0.38 -0.29
H -5.08899 21.64565 -21.47486 0.06 0.13 0.06 0.29
H -3.57611 20.42013 -20.04824 0.25 0.03 0.10 0.42
H -1.46312 19.49273 -20.91988 0.40 0.23 -0.15 0.42
H -0.99443 19.61609 -23.24818 -0.34 0.03 -1.26 0.46
H -2.67447 20.85343 -24.78715 -0.55 -0.29 -0.27 0.64
N -0.20397 23.83253 -26.34441 0.68 0.20 -0.96 -0.51
C 0.71874 24.51464 -27.05444 -0.09 -0.08 0.94 -0.40
C 0.45711 25.14733 -28.26111 -0.98 0.82 0.28 -0.34
C -0.87606 25.28138 -28.65568 0.14 -1.17 0.47 -0.44
C -1.86695 24.59966 -27.91983 1.30 -0.70 -0.97 -0.29
C -1.41715 23.78210 -26.86466 -1.23 1.54 0.54 -0.08
H 1.62824 24.62842 -26.47933 0.48 -0.10 -0.60 0.43
H 1.12868 25.75593 -28.84994 0.69 -0.36 0.38 0.44
H -1.00230 25.86622 -29.55630 -0.74 0.02 0.07 0.41
H -2.88451 24.52474 -28.27588 -0.15 0.26 0.25 0.41
H -2.14948 23.32076 -26.21080 -0.16 -0.51 -0.37 0.31
N -6.42130 17.75813 -31.79663 0.29 0.88 0.64 -0.21
C -6.60758 16.82940 -32.72972 1.03 1.59 -0.07 -0.22
C -6.54993 17.19023 -34.07846 -1.10 -0.60 0.02 -0.56
C -6.43579 18.51837 -34.44500 -0.45 0.44 0.40 -0.35
C -6.26641 19.49769 -33.45355 -0.01 -0.75 -0.84 -0.54
C -6.22195 19.05606 -32.15795 -0.69 -1.06 0.23 -0.14
H -6.73746 15.81568 -32.37769 -0.13 -0.08 -0.13 0.40
H -6.86105 16.42606 -34.77913 0.40 0.08 -0.35 0.35
H -6.65620 18.83940 -35.45390 0.38 -0.18 -0.19 0.36
H -6.24806 20.55251 -33.68777 0.17 0.02 0.01 0.46
H -6.18104 19.81686 -31.38886 0.21 -0.27 0.39 0.47
C -5.82178 16.36350 -27.05317 -1.62 0.18 1.17 0.11
C -5.27656 14.96776 -26.63953 0.76 2.01 -1.00 -0.11
O -4.44341 14.61525 -27.74472 -0.96 -0.69 -1.76 -0.38
S -4.35362 15.75295 -28.94642 1.67 -0.20 2.83 0.97
O -4.47737 15.16516 -30.23577 -0.49 0.70 0.98 -0.53
O -3.15672 16.46233 -28.53407 -1.11 -0.04 -1.27 -0.42
O -5.62502 16.63352 -28.42709 1.38 -1.09 -1.27 -0.20
H -5.45049 17.12521 -26.36572 0.34 0.32 -0.52 -0.33
H -6.91144 16.39454 -27.01495 0.02 -0.11 0.53 0.42
H -6.14869 14.35692 -26.41893 0.59 -0.81 -0.25 0.29
H -4.53619 15.09309 -25.85179 -0.65 -0.25 0.59 0.16
C -1.51557 20.58916 -28.67082 0.27 -0.18 -0.13 0.47
C -0.05232 21.02240 -28.64877 0.95 -0.23 -0.26 0.17
O 0.65018 20.06810 -27.85628 -0.95 -1.68 1.47 -0.47
S -0.34051 18.82303 -27.33678 1.14 2.39 -0.65 0.99
O -0.87984 19.15067 -26.00560 0.86 -0.73 -2.64 -0.29
O 0.41477 17.64489 -27.63267 -1.46 0.58 0.79 -0.58
O -1.44061 19.14179 -28.51206 0.35 -0.24 1.48 -0.26
H -1.96001 20.71864 -29.65496 -0.04 0.15 0.10 0.04
H -2.12233 21.06214 -27.89974 -0.04 -0.20 0.07 -0.28
H 0.25135 21.97249 -28.21262 -0.81 0.29 -0.19 -0.19
H 0.38818 20.92753 -29.64275 -0.15 0.16 -0.11 0.36
```
Forces are in eV/Å.

The total energy comes out at -88406.322 eV. Its spin multiplicity is 1. The HOMO energy is -10.87 eV. For the LUMO energy, the calculation gives -0.295 Ha. The charge is +1.

What is the formula in the second record? C33H40N4P2Sc

Among the records above, which one has the lowest charge? C33H40N2O5PRbS5

Which value of charge does entry 2 give? +3